Molecular formula: CH4N3O2
Method: DFT, the ωB97M-V functional and the def2-TZVPD basis

XYZ file:
```
10
Properties=species:S:1:pos:R:3:forces:R:3
H 0.623 2.331 -0.045 -1.3 -0.6 0.0
N -0.237 1.761 -0.187 1.5 0.7 0.2
O 2.591 0.604 -0.048 0.2 0.3 0.2
O 0.957 -0.758 0.085 0.5 -1.1 0.3
N 2.136 -0.488 0.103 1.9 -0.7 -0.6
C -0.654 0.692 0.004 1.1 3.8 -0.8
H 2.839 -1.305 0.179 -0.9 0.9 0.1
N -1.370 -0.326 -0.013 -1.7 -2.3 0.6
H -0.787 -1.150 -0.083 -0.7 -0.7 -0.1
H -2.140 -0.319 0.634 -0.6 -0.3 0.1
```
Positions in Å, forces in eV/Å.

Values from the calculation:
HOMO-LUMO gap = 11.74 eV
net charge = +1
LUMO energy = -5.0133 eV
molecular weight = 90.1 g mol⁻¹
ΔE to the lowest compared entry with this formula, charge and spin = 1.276 eV